{
  "formula": "BaH18O9",
  "method": "ωB97M-V/def2-TZVPD",
  "e_lumo_ev": -6.94,
  "charge": 2,
  "relative_energy_kcal_mol": 828.3,
  "energy_ev": -19368.352,
  "elements": ["Ba", "O", "H", "H", "O", "H", "H", "O", "H", "H", "O", "H", "H", "O", "H", "H", "O", "H", "H", "O", "H", "H", "O", "H", "H", "O", "H", "H"],
  "coordinates": [[0.009, -0.050, -0.072], [-0.127, 0.961, -1.688], [0.407, 0.539, -2.361], [-0.356, 1.812, -2.062], [0.172, 1.782, 0.678], [0.341, 2.143, 1.548], [0.770, 2.257, 0.101], [0.548, -1.833, 0.736], [0.183, -2.634, 1.113], [1.462, -1.829, 1.020], [1.795, 0.542, -0.916], [1.979, 1.298, -1.473], [2.439, -0.115, -1.181], [-0.784, 0.188, 1.599], [-1.102, -0.529, 2.148], [-1.299, 0.947, 1.874], [-1.804, 0.870, -0.390], [-2.597, 0.471, -0.749], [-2.110, 1.673, 0.032], [-1.554, -1.276, 0.229], [-2.394, -1.349, -0.223], [-1.719, -1.630, 1.103], [1.722, 0.044, 1.184], [1.984, -0.812, 1.522], [1.560, 0.572, 1.966], [0.270, -1.045, -1.693], [0.823, -1.620, -2.221], [-0.618, -1.378, -1.825]],
  "mulliken_charge": [3.1657, -0.6684, 0.2644, 0.2569, -0.8177, 0.3255, 0.3020, -0.5417, 0.2635, 0.2218, -0.6620, 0.3001, 0.2435, -0.5027, 0.2999, 0.2883, -0.6121, 0.2046, 0.2728, -0.7872, 0.2465, 0.2087, -0.6165, 0.2067, 0.3002, -0.6678, 0.2374, 0.2678]
}